{
  "formula": "C30H57BeCuF9N3O18S4V",
  "method": "ωB97M-V with the def2-TZVPD basis set",
  "symbols": ["Be", "O", "V", "O", "Cu", "C", "F", "F", "F", "S", "O", "O", "O", "C", "F", "F", "F", "S", "O", "O", "O", "C", "F", "F", "F", "S", "O", "O", "O", "S", "O", "O", "O", "O", "C", "C", "C", "C", "C", "C", "N", "O", "C", "C", "C", "H", "H", "H", "H", "H", "H", "H", "H", "H", "H", "H", "H", "H", "H", "H", "H", "H", "H", "H", "C", "C", "C", "C", "C", "C", "N", "O", "C", "C", "C", "H", "H", "H", "H", "H", "H", "H", "H", "H", "H", "H", "H", "H", "H", "H", "H", "H", "H", "H", "C", "C", "C", "C", "C", "C", "N", "O", "C", "C", "C", "H", "H", "H", "H", "H", "H", "H", "H", "H", "H", "H", "H", "H", "H", "H", "H", "H", "H", "H"],
  "coordinates": [[-1.173, 0.442, 1.323], [4.712, 0.062, 3.638], [3.743, 1.100, 2.939], [4.469, 2.529, 3.101], [2.380, -1.226, -1.386], [5.937, 1.942, -1.536], [5.440, 3.148, -1.627], [6.091, 1.457, -2.778], [7.155, 1.944, -0.981], [4.820, 0.633, -0.639], [5.578, -0.592, -0.620], [4.497, 1.202, 0.658], [3.599, 0.486, -1.477], [0.271, 3.481, 5.118], [-1.023, 3.972, 5.127], [1.002, 4.390, 4.411], [0.726, 3.509, 6.376], [0.520, 1.749, 4.296], [-0.280, 0.790, 5.133], [-0.097, 1.918, 2.931], [1.928, 1.562, 4.228], [-2.019, -1.939, -3.213], [-1.447, -2.271, -4.359], [-3.270, -1.469, -3.488], [-2.234, -3.019, -2.398], [-0.820, -0.688, -2.363], [-1.279, -0.414, -0.966], [0.449, -1.373, -2.355], [-0.901, 0.533, -3.209], [1.544, -1.004, 1.265], [2.494, -0.252, 2.041], [0.376, -1.246, 2.031], [1.171, -0.128, 0.198], [2.227, -2.072, 0.569], [-0.732, 4.483, -1.779], [-0.342, 3.938, -0.391], [0.251, 5.139, 0.432], [-0.767, 6.107, 0.904], [-1.880, 5.335, 1.569], [-2.528, 4.135, 0.866], [-1.488, 3.309, 0.280], [-2.033, 2.180, -0.429], [-3.272, 3.341, 1.976], [-3.576, 4.584, -0.130], [0.687, 2.927, -0.551], [0.178, 4.870, -2.239], [-1.361, 5.356, -1.955], [-1.041, 3.572, -2.291], [0.707, 4.787, 1.357], [1.014, 5.652, -0.153], [-1.196, 6.622, 0.045], [-0.360, 6.790, 1.650], [-2.595, 6.139, 1.744], [-1.617, 4.965, 2.560], [-3.864, 2.453, 1.755], [-2.495, 2.983, 2.652], [-3.941, 4.043, 2.473], [-3.175, 5.382, -0.754], [-4.022, 3.778, -0.714], [-4.354, 5.098, 0.435], [1.681, 3.088, -0.969], [0.295, 2.115, -1.164], [0.839, 2.547, 0.459], [-2.349, 2.626, -1.218], [2.479, -4.302, -1.838], [2.819, -4.043, -3.281], [1.518, -4.486, -4.012], [1.620, -3.998, -5.502], [1.952, -2.472, -5.606], [3.109, -1.935, -4.745], [3.086, -2.609, -3.416], [4.121, -2.216, -2.496], [4.494, -2.114, -5.514], [2.845, -0.444, -4.590], [4.012, -4.996, -3.738], [2.220, -5.357, -1.756], [1.613, -3.733, -1.501], [3.338, -4.120, -1.192], [1.296, -5.547, -3.903], [0.668, -3.993, -3.541], [0.634, -4.154, -5.939], [2.346, -4.675, -5.953], [1.072, -1.844, -5.469], [2.112, -2.099, -6.617], [5.250, -1.587, -4.932], [4.789, -3.160, -5.599], [4.437, -1.709, -6.524], [3.525, 0.010, -3.869], [2.877, 0.109, -5.529], [1.844, -0.189, -4.243], [4.165, -5.717, -2.935], [5.011, -4.630, -3.973], [3.785, -5.485, -4.685], [4.898, -2.764, -2.626], [-2.764, -2.332, 0.683], [-3.291, -2.386, 2.031], [-2.301, -3.251, 2.883], [-2.469, -3.129, 4.434], [-2.355, -1.640, 4.790], [-3.470, -0.805, 4.113], [-3.311, -1.011, 2.638], [-3.924, 0.025, 1.936], [-4.870, -1.241, 4.684], [-3.249, 0.693, 4.475], [-4.612, -3.101, 2.039], [-1.693, -2.171, 0.560], [-3.078, -1.457, 0.114], [-2.916, -3.232, 0.087], [-2.138, -4.248, 2.473], [-1.319, -2.829, 2.673], [-1.589, -3.654, 4.804], [-3.301, -3.667, 4.887], [-1.385, -1.376, 4.368], [-2.348, -1.740, 5.876], [-5.622, -1.074, 3.912], [-4.786, -2.251, 5.084], [-5.143, -0.674, 5.574], [-4.102, 1.372, 4.470], [-2.870, 0.766, 5.494], [-2.453, 1.175, 3.907], [-5.313, -2.439, 1.530], [-5.101, -3.257, 3.001], [-4.620, -4.001, 1.425], [-4.791, -0.313, 2.173]],
  "mulliken_charge": [1.6788, -0.4477, 1.3509, -0.0447, 1.1860, 0.4977, -0.1708, -0.1776, -0.1969, 0.5069, -0.6527, -0.3883, -0.7195, 0.6148, -0.1940, -0.2165, -0.1828, 0.8053, -0.5193, -0.7458, -0.5016, 0.3277, -0.1613, -0.2318, -0.1965, 1.8355, -0.4261, -1.2138, -0.8275, 0.3458, 0.6481, -0.2561, 0.4256, -0.7781, -1.7490, 1.8397, -1.2544, -0.6797, -1.3494, 1.8351, 1.1145, -0.4272, -1.7440, -1.9849, -2.0472, 0.4907, 0.2890, 0.4187, 0.0067, 0.5918, 0.3570, 0.4534, 0.3937, 0.2392, 0.2204, 0.0446, 0.4607, 0.4344, 0.3271, 0.5224, 0.6540, 0.0304, -0.0196, 0.2623, -2.1249, 0.9347, -0.9024, -0.8472, -1.2012, 1.2112, 2.0097, -0.5521, -1.5847, -1.7753, -1.5538, 0.7144, -0.0887, 0.4844, 0.4446, 0.0397, 0.5123, 0.3463, 0.3307, 0.4724, 0.3364, 0.3485, 0.4081, 0.0894, 0.5518, 0.2301, 0.4531, 0.3304, 0.3156, 0.2786, -2.5042, 2.0501, -0.8534, -1.0929, -1.1055, 1.5242, 0.7061, -0.1441, -1.5342, -1.6763, -1.9460, 0.2037, 0.5550, 0.5628, 0.5896, -0.0978, 0.5552, 0.3954, 0.0098, 0.4700, 0.2689, 0.3009, 0.4551, 0.3997, 0.5567, -0.0593, 0.4820, 0.3509, 0.3927, 0.2689],
  "charge": 1,
  "e_tot_ev": -211870.0351,
  "multiplicity": 3,
  "e_above_lowest_kj_mol": 0.0,
  "s_squared": 2.144
}

***

{
  "formula": "C14H13N3OS",
  "method": "ωB97M-V with the def2-TZVPD basis set",
  "symbols": ["C", "S", "C", "C", "C", "C", "C", "C", "N", "C", "C", "O", "C", "C", "N", "C", "N", "C", "C", "H", "H", "H", "H", "H", "H", "H", "H", "H", "H", "H", "H", "H"],
  "coordinates": [[0.335, -4.915, 0.434], [-1.332, -4.087, 0.143], [-0.889, -2.489, -0.153], [-1.805, -1.689, -0.797], [-1.450, -0.332, -1.206], [-0.157, 0.303, -0.874], [0.268, 1.692, -1.198], [0.397, 2.706, -0.106], [-0.048, 2.053, 1.149], [0.803, 1.774, 2.137], [0.291, 1.257, 3.382], [2.036, 2.056, 2.158], [0.157, 2.198, -2.521], [-0.359, 1.461, -3.581], [-1.039, 0.777, -4.242], [0.374, 3.530, -2.850], [0.520, 4.678, -3.022], [0.730, -0.546, -0.230], [0.327, -1.861, 0.174], [0.827, -4.549, 1.341], [0.233, -5.991, 0.539], [0.921, -4.639, -0.471], [-2.641, -2.301, -1.111], [-2.131, 0.191, -1.856], [1.468, 3.021, -0.079], [-0.197, 3.578, -0.299], [-0.982, 1.756, 1.240], [-0.469, 0.424, 3.109], [-0.123, 2.010, 4.024], [1.119, 0.766, 3.986], [1.741, -0.459, 0.077], [1.075, -2.375, 0.705]],
  "mulliken_charge": [-0.8303, -0.0989, 0.6877, -0.9239, -0.3671, 0.2506, 0.7113, -0.8477, -0.1464, 0.7228, -1.0038, -0.6877, 0.3835, -0.0856, -0.5243, 0.0045, -0.4900, -0.6794, -0.4643, 0.2616, 0.3543, 0.2904, 0.3619, 0.4720, 0.3693, 0.4699, 0.2448, 0.2776, 0.2717, 0.2835, 0.4464, 0.2855],
  "smiles": "CSc1ccc(C(CNC(C)=O)=C(C#N)C#N)cc1",
  "e_tot_ev": -32079.1514,
  "e_above_lowest_kj_mol": 220.7
}

***

{
  "formula": "C4H12",
  "method": "ωB97M-V with the def2-TZVPD basis set",
  "symbols": ["C", "C", "H", "H", "H", "H", "H", "H", "C", "C", "H", "H", "H", "H", "H", "H"],
  "coordinates": [[1.089, -2.591, 0.002], [-0.032, -1.652, 0.311], [0.824, -3.555, -0.448], [1.844, -2.248, -0.708], [1.639, -2.834, 0.917], [0.156, -1.016, 1.175], [-1.019, -2.078, 0.512], [-0.279, -1.061, -0.577], [-1.199, 1.912, -0.311], [0.178, 2.380, 0.065], [-1.214, 1.634, -1.370], [-1.590, 1.008, 0.169], [-2.024, 2.619, -0.193], [0.389, 2.285, 1.130], [0.321, 3.420, -0.219], [0.918, 1.777, -0.454]],
  "mulliken_charge": [-0.9563, -0.7126, 0.2893, 0.2899, 0.2631, 0.2668, 0.3724, 0.1837, -0.8390, -0.7852, 0.2602, 0.2188, 0.3353, 0.2484, 0.3197, 0.2456],
  "smiles": "CC.CC",
  "e_tot_ev": -4342.2054,
  "e_above_lowest_kj_mol": 31.1
}

***

{
  "formula": "C4H6O2",
  "method": "ωB97M-V with the def2-TZVPD basis set",
  "symbols": ["C", "C", "C", "O", "C", "O", "H", "H", "H", "H", "H", "H"],
  "coordinates": [[1.665, -0.599, -0.161], [0.305, -1.008, 0.242], [-1.268, 1.147, 0.609], [-1.654, 0.261, -0.441], [-0.776, -0.726, -0.661], [-0.883, -1.536, -1.561], [2.175, -0.185, 0.720], [2.203, -1.538, -0.357], [1.777, 0.065, -1.028], [-0.769, 0.594, 1.418], [-0.598, 1.923, 0.223], [-2.179, 1.603, 0.996]],
  "mulliken_charge": [-0.7405, -0.3876, -0.6933, -0.3390, 0.8720, -0.5389, 0.3116, 0.3257, 0.2806, 0.3742, 0.2735, 0.2616],
  "e_tot_ev": -8336.5099,
  "e_above_lowest_kj_mol": 381.2
}

***

{
  "formula": "C15H14BrF16N2O3",
  "method": "ωB97M-V with the def2-TZVPD basis set",
  "symbols": ["O", "C", "Br", "C", "C", "N", "C", "C", "N", "H", "H", "H", "H", "H", "H", "C", "C", "C", "F", "F", "F", "F", "O", "C", "C", "F", "F", "F", "F", "H", "H", "H", "H", "C", "C", "C", "F", "F", "F", "F", "O", "C", "C", "F", "F", "F", "F", "H", "H", "H", "H"],
  "coordinates": [[2.691, 3.177, -1.208], [2.367, 3.813, -2.151], [2.532, 5.725, -2.223], [1.828, 3.223, -3.445], [0.360, 3.405, -3.496], [-0.298, 4.473, -3.930], [-1.651, 4.300, -3.768], [-1.809, 3.082, -3.219], [-0.557, 2.552, -3.064], [2.284, 3.713, -4.301], [2.081, 2.166, -3.452], [0.145, 5.305, -4.289], [-2.380, 5.037, -4.044], [-2.706, 2.548, -2.967], [-0.362, 1.643, -2.664], [-1.191, 0.536, 0.820], [-2.216, 0.316, -0.297], [-3.309, 1.370, -0.483], [-4.101, 1.473, 0.587], [-4.054, 1.030, -1.566], [-2.747, -0.904, -0.243], [-1.491, 0.422, -1.488], [-1.408, -0.183, 1.999], [-2.125, 0.332, 3.041], [-3.320, -0.566, 3.379], [-4.123, -0.664, 2.298], [-4.008, 0.010, 4.383], [-2.523, 1.595, 2.802], [-1.328, 0.348, 4.128], [-0.259, 0.134, 0.425], [-1.037, 1.600, 1.012], [-2.842, 2.341, -0.679], [-2.974, -1.556, 3.678], [3.571, -3.248, 0.859], [2.773, -1.941, 0.806], [2.263, -1.361, 2.127], [1.402, -2.204, 2.719], [1.592, -0.215, 1.835], [1.745, -2.039, -0.066], [3.634, -0.989, 0.330], [2.854, -4.423, 0.560], [2.244, -5.171, 1.525], [0.756, -5.369, 1.208], [0.139, -4.170, 1.132], [0.198, -6.081, 2.206], [2.413, -4.660, 2.755], [2.797, -6.402, 1.509], [4.301, -3.160, 0.055], [4.118, -3.329, 1.798], [3.088, -1.133, 2.805], [0.644, -5.900, 0.262]],
  "mulliken_charge": [-0.3855, 0.5746, -0.1164, -0.8279, 0.3216, 0.0696, -0.8417, -0.2536, 0.1968, 0.4275, 0.3110, 0.2695, 0.4219, 0.7030, 0.1921, -0.8223, 0.9811, 0.0441, -0.2150, -0.2671, -0.2408, -0.3774, -0.3368, 0.7192, 0.2267, -0.2224, -0.2628, -0.3064, -0.2915, 0.4465, 0.3416, 0.2485, 0.2630, -0.8123, 0.9902, 0.0376, -0.2334, -0.2273, -0.2390, -0.3573, -0.4024, 0.7731, 0.1689, -0.1737, -0.2519, -0.2812, -0.2980, 0.3979, 0.3576, 0.3093, 0.2511],
  "charge": 1,
  "e_tot_ev": -138421.2694
}